(1)
Molecular formula: C18H12N4O2Se4W
Method: DFT, ωB97M-V with the def2-TZVPD basis set

Its frontier orbital gap is 5.67 eV. The total energy is -292114.5559 eV. The energy above the lowest of the compared OMol25 structures with the same formula, charge and spin is 45.9 kJ/mol. The value obtained for the largest force on an atom is 0.020 Eh/bohr.

```
! RIJCOSX wB97M-V def2-TZVPD def2/J DEFGRID3
* xyz 2 1
W -0.96630 -1.08178 -0.02767
O -1.38624 0.67510 -3.63945
C -1.17171 0.56464 -2.48002
N -0.66099 -0.65218 -1.87618
C 0.63815 -1.05933 -2.30444
C 0.99098 -1.33876 -3.62115
C 2.31441 -1.63434 -3.87710
C 3.25967 -1.66317 -2.84410
C 2.91365 -1.39715 -1.53597
C 1.57879 -1.07871 -1.26227
N 1.01214 -0.78919 -0.00756
C 1.74026 -0.41040 1.11407
O 2.91049 -0.15553 1.14299
C 0.85027 -0.35214 2.31311
C 1.34593 -0.07764 3.56785
C 0.46522 -0.09831 4.64215
C -0.86948 -0.39394 4.41223
C -1.30019 -0.63388 3.12010
N -0.45324 -0.61064 2.07534
C -1.26742 1.63678 -1.44380
C -1.48225 2.95627 -1.77250
C -1.47918 3.89253 -0.74478
C -1.27008 3.46362 0.55395
C -1.08317 2.11254 0.80557
N -1.07214 1.20768 -0.18061
H 0.24939 -1.31282 -4.40655
H 2.62524 -1.85124 -4.88977
H 4.28870 -1.90104 -3.07650
H 3.64899 -1.42464 -0.74756
H 2.40194 0.12875 3.67717
H 0.81775 0.10857 5.64391
H -1.58303 -0.43494 5.22305
H -2.33654 -0.84592 2.90661
H -1.62943 3.22733 -2.80922
H -1.63483 4.94142 -0.95869
H -1.25712 4.16190 1.37882
H -0.94379 1.75351 1.81280
Se -3.30485 -0.38151 0.38974
Se -4.05082 -2.56889 0.46631
Se -2.37110 -3.24244 -1.02312
Se -0.47807 -3.44011 0.28325
*
```

(2)
Molecular formula: C18H13AsN3O8PdS
Method: DFT, ωB97M-V with the def2-TZVPD basis set

Its frontier orbital gap is 7.73 eV. The total energy is -114884.6780 eV. The energy above the lowest of the compared OMol25 structures with the same formula, charge and spin is 21.7 kJ/mol. The value obtained for the largest force on an atom is 0.002 Eh/bohr.

```
! RIJCOSX wB97M-V def2-TZVPD def2/J DEFGRID3
* xyz -1 1
Pd 0.45798 -0.10438 1.31031
O 0.21519 3.40906 3.28922
C 0.14707 2.28867 2.83808
N 0.86548 1.74340 1.80197
C 1.68292 2.44489 0.95120
O 1.99717 3.61231 0.99938
C 2.21711 1.54449 -0.14566
C 3.05140 2.03549 -1.12811
C 3.48263 1.17607 -2.12391
C 3.08193 -0.15083 -2.09570
C 2.25540 -0.57704 -1.07141
N 1.83570 0.26038 -0.12650
C -0.82359 1.27544 3.41284
C -1.71621 1.63257 4.40129
C -2.63030 0.68838 4.84084
C -2.62621 -0.57303 4.26987
C -1.69883 -0.86379 3.28265
N -0.81006 0.04181 2.88920
H 3.31856 3.08213 -1.09333
H 4.12142 1.53739 -2.91965
H 3.38652 -0.85351 -2.85802
H 1.90425 -1.59622 -0.99328
H -1.68224 2.64408 4.78033
H -3.35140 0.94044 5.60779
H -3.34244 -1.32755 4.56198
H -1.67850 -1.81111 2.76412
O -0.39539 1.83963 -1.46033
As -1.81057 0.74057 -1.14107
O -3.00863 1.26341 -2.12704
O -1.96506 0.66118 0.48844
C -0.96726 -0.80968 -2.03057
C -0.67004 -0.47858 -3.35620
C -0.06867 -1.37743 -4.21903
C 0.23812 -2.65483 -3.77345
C -0.06560 -3.01360 -2.47238
C -0.66061 -2.10225 -1.59905
S -0.90748 -2.72849 0.06772
O -0.66223 -4.14951 -0.00636
O -2.20806 -2.32301 0.52620
O 0.21307 -2.09716 0.85737
H -0.78495 2.68552 -1.71245
H -0.93077 0.51217 -3.70484
H 0.14886 -1.08321 -5.23887
H 0.69854 -3.37629 -4.43775
H 0.14581 -4.00796 -2.10584
*
```

(3)
Molecular formula: C18H13Br2Cl2N2Rh
Method: DFT, ωB97M-V with the def2-TZVPD basis set

Its frontier orbital gap (spin up / spin down) is 4.94 / 5.11 eV. The total energy is -189991.3397 eV. The energy above the lowest of the compared OMol25 structures with the same formula, charge and spin is 31.3 kJ/mol. The value obtained for the largest force on an atom is 0.018 Eh/bohr.

```
! RIJCOSX wB97M-V def2-TZVPD def2/J DEFGRID3
* xyz 0 1
Rh -0.07799 -0.47434 0.67095
Br 6.49583 0.98571 1.31203
C 4.68415 0.51297 1.15352
C 4.30677 -0.81838 1.16480
C 2.96323 -1.10679 1.04694
N 2.01169 -0.17092 0.92734
C 2.39521 1.11273 0.91139
C 3.72277 1.49619 1.02406
C 1.28148 2.09347 0.78108
C 1.48341 3.46302 0.80820
C 0.38632 4.29567 0.70669
Br 0.61983 6.16034 0.74333
C -0.87745 3.74851 0.59024
C -0.99431 2.37318 0.57386
N 0.06325 1.54828 0.65097
H 5.03502 -1.61042 1.26093
H 2.61795 -2.13105 1.04855
H 4.00989 2.53622 1.01531
H 2.47274 3.88018 0.91185
H -1.75738 4.37041 0.51411
H -1.95706 1.88102 0.50408
C -1.96585 -0.41424 0.48329
C -2.74237 -0.75853 -0.67177
C -2.41056 -0.31962 -1.97346
C -3.19107 -0.65769 -3.06144
C -4.30600 -1.48121 -2.90633
C -4.64725 -1.92689 -1.63600
C -3.90234 -1.54560 -0.53127
H -1.52320 0.28917 -2.10211
H -2.91712 -0.30222 -4.04785
H -4.90097 -1.76478 -3.76484
H -5.51620 -2.55985 -1.50173
H -4.19335 -1.86057 0.46369
Cl -0.43235 -2.88319 0.53066
C 0.82729 -4.14694 0.59488
Cl 0.09349 -5.74116 0.54541
H 1.37006 -4.04156 1.52706
H 1.47240 -4.03111 -0.26842
*
```

(4)
Molecular formula: C18H13Br2F3O5S
Method: DFT, ωB97M-V with the def2-TZVPD basis set

Its frontier orbital gap is 8.73 eV. The total energy is -188183.1822 eV. The energy above the lowest of the compared OMol25 structures with the same formula, charge and spin is 339.6 kJ/mol. The value obtained for the largest force on an atom is 0.104 Eh/bohr.

```
! RIJCOSX wB97M-V def2-TZVPD def2/J DEFGRID3
* xyz 0 1
O -6.10593 -4.29948 -1.85900
S -5.85131 -4.16402 -3.37918
O -7.27564 -3.36389 -3.97551
O -4.58772 -3.08092 -3.74965
C -3.42292 -3.26060 -2.87012
C -2.95205 -1.92326 -2.04941
C -4.13670 -0.83276 -1.74751
F -5.46279 -1.41101 -1.43144
Br -4.16169 0.47045 -3.29931
C -3.66616 -0.01059 -0.36885
F -3.78696 -1.01966 0.74930
F -2.28058 0.50129 -0.47355
Br -5.05846 1.38335 0.00257
H -7.01494 -2.51312 -4.44401
H -2.51154 -3.55120 -3.58452
H -3.51237 -4.13649 -2.09866
H -2.41917 -2.22028 -1.05074
H -2.14412 -1.37125 -2.73250
C -0.06577 -0.32611 0.93345
C 0.30638 -0.90990 2.14411
C 1.47791 -0.50302 2.78460
C 2.28685 0.48277 2.20640
C 1.92742 1.04881 0.98389
C 0.74211 0.65174 0.35136
C 2.79838 2.05359 0.34052
O 2.48158 2.55390 -0.73165
C 4.05999 2.43991 1.00321
C 4.92322 3.34822 0.37660
C 6.11207 3.72917 1.00257
C 6.43700 3.21297 2.25669
C 5.58164 2.30367 2.88071
C 4.39541 1.90910 2.24786
C 3.51494 0.91965 2.89987
O 3.80204 0.46196 4.00000
H -0.98351 -0.63660 0.43881
H -0.31678 -1.68110 2.59143
H 1.75944 -0.95950 3.73210
H 0.44808 1.09904 -0.59654
H 4.67543 3.75837 -0.60115
H 6.78342 4.43058 0.51188
H 7.35948 3.51507 2.74778
H 5.84431 1.90114 3.85762
*
```

Question: Among the records above, which one has the highest energy above the lowest of the compared OMol25 structures with the same formula, charge and spin?
Answer: C18H13Br2F3O5S